{
  "formula": "C43H77F10N5O14PS7",
  "method": "ωB97M-V/def2-TZVPD",
  "lumo_ev": -4.62,
  "e_tot_ev": -194233.8726,
  "total_charge": 1,
  "homo_energy_ev": -9.41,
  "symbols": ["C", "C", "O", "C", "N", "C", "C", "O", "C", "C", "C", "C", "C", "F", "F", "C", "F", "F", "S", "F", "F", "F", "F", "F", "N", "S", "C", "N", "C", "C", "C", "C", "O", "N", "C", "C", "C", "C", "C", "C", "C", "F", "P", "N", "O", "H", "H", "H", "H", "H", "H", "H", "H", "H", "H", "H", "H", "H", "H", "H", "H", "H", "H", "H", "H", "H", "H", "H", "H", "H", "H", "H", "H", "H", "H", "H", "H", "H", "H", "H", "H", "H", "C", "C", "C", "S", "O", "O", "C", "H", "H", "H", "H", "H", "H", "H", "H", "C", "C", "C", "S", "O", "O", "C", "H", "H", "H", "H", "H", "H", "H", "H", "C", "C", "C", "S", "O", "O", "C", "H", "H", "H", "H", "H", "H", "H", "H", "C", "C", "C", "S", "O", "O", "C", "H", "H", "H", "H", "H", "H", "H", "H", "C", "C", "C", "S", "O", "O", "C", "H", "H", "H", "H", "H", "H", "H", "H"],
  "positions_angstrom": [[-2.378, -7.285, 0.054], [-1.081, -6.396, -0.510], [-0.887, -6.862, -1.923], [0.284, -6.617, 0.412], [1.348, -5.562, 0.189], [1.432, -4.572, 1.333], [2.237, -3.197, 0.823], [1.291, -2.060, 0.621], [0.658, -2.216, -0.699], [-0.920, -1.693, -0.872], [-1.534, -0.770, 0.332], [-0.956, 0.757, 0.383], [0.035, 1.102, 1.644], [1.435, 0.917, 1.098], [-0.049, 0.171, 2.790], [-0.083, 2.688, 1.998], [1.262, 3.102, 2.548], [-0.274, 3.516, 0.768], [-1.354, 3.193, 3.250], [-0.576, 2.435, 4.571], [-2.411, 1.889, 2.942], [-2.179, 4.059, 1.974], [-0.428, 4.644, 3.536], [-2.518, 3.801, 4.357], [-1.224, -1.394, -2.318], [-2.264, -2.743, -2.807], [-2.066, -0.208, -2.716], [-2.870, -0.652, -3.957], [0.053, -1.723, -3.057], [0.239, -1.311, -4.632], [0.165, -2.616, -5.666], [1.669, -3.013, -6.282], [2.263, -2.041, -6.996], [2.253, -4.411, -6.070], [3.412, -4.405, -5.099], [3.717, -5.782, -4.198], [4.927, -5.883, -3.070], [5.937, -4.605, -2.800], [5.679, -3.243, -3.725], [4.438, -3.146, -4.832], [1.374, -1.602, -2.040], [2.243, -2.693, -2.571], [2.324, 0.052, -1.961], [1.711, 1.267, -3.111], [3.959, -0.362, -2.521], [-3.272, -6.581, 0.344], [-2.798, -8.025, -0.775], [-2.093, -7.965, 0.973], [-1.378, -5.252, -0.550], [-1.762, -6.730, -2.418], [0.746, -7.648, 0.048], [-0.023, -6.690, 1.543], [2.290, -5.989, -0.011], [0.359, -4.189, 1.689], [2.064, -4.988, 2.233], [3.036, -2.848, 1.614], [2.794, -3.499, -0.176], [0.522, -3.360, -1.009], [-1.513, -2.717, -0.711], [-1.446, -1.383, 1.323], [-2.705, -0.677, 0.114], [-0.325, 0.934, -0.614], [-1.838, 1.526, 0.379], [-3.429, -2.744, -1.976], [-1.446, 0.736, -3.078], [-2.870, 0.130, -1.936], [-3.888, -0.496, -3.715], [-2.658, -0.035, -4.772], [-0.025, -2.912, -3.136], [-0.457, -0.440, -5.004], [1.354, -0.900, -4.752], [-0.359, -3.550, -5.193], [-0.492, -2.293, -6.591], [1.475, -4.922, -5.554], [3.063, -6.759, -4.333], [5.125, -6.854, -2.411], [6.798, -4.659, -1.991], [6.442, -2.355, -3.534], [4.331, -2.134, -5.409], [0.669, 1.280, -3.151], [2.154, 1.193, -4.053], [4.642, 0.016, -1.872], [-0.195, 2.658, 7.764], [0.131, 3.617, 8.908], [-0.440, 3.012, 10.190], [-0.452, 1.243, 9.945], [-1.827, 0.790, 9.920], [0.549, 0.637, 10.801], [0.164, 1.271, 8.273], [0.359, 2.908, 6.854], [-1.266, 2.708, 7.533], [1.219, 3.718, 9.001], [-0.277, 4.616, 8.727], [0.177, 3.255, 11.059], [-1.470, 3.338, 10.361], [-0.294, 0.468, 7.693], [1.249, 1.135, 8.314], [-4.221, 6.524, -2.604], [-3.682, 6.593, -1.176], [-3.257, 5.180, -0.778], [-2.809, 4.347, -2.293], [-3.751, 3.272, -2.523], [-1.375, 4.140, -2.317], [-3.213, 5.695, -3.386], [-4.347, 7.519, -3.039], [-5.198, 6.026, -2.607], [-2.813, 7.262, -1.146], [-4.427, 6.992, -0.481], [-2.397, 5.194, -0.103], [-4.082, 4.629, -0.319], [-3.611, 5.308, -4.326], [-2.296, 6.262, -3.571], [-6.125, 3.911, 5.617], [-7.636, 3.899, 5.388], [-8.073, 5.340, 5.131], [-6.661, 6.170, 4.417], [-6.207, 7.185, 5.343], [-6.932, 6.457, 3.022], [-5.548, 4.781, 4.511], [-5.703, 2.902, 5.597], [-5.903, 4.352, 6.596], [-7.867, 3.281, 4.512], [-8.171, 3.470, 6.242], [-8.913, 5.387, 4.433], [-8.332, 5.852, 6.061], [-4.535, 5.128, 4.721], [-5.577, 4.264, 3.547], [7.090, -7.267, 2.488], [7.714, -5.879, 2.627], [7.331, -5.078, 1.384], [5.775, -5.748, 0.817], [5.984, -6.369, -0.474], [4.724, -4.777, 1.049], [5.653, -7.031, 2.048], [7.136, -7.829, 3.425], [7.628, -7.839, 1.723], [7.313, -5.387, 3.521], [8.801, -5.934, 2.742], [7.207, -4.016, 1.612], [8.066, -5.204, 0.584], [5.184, -7.918, 1.618], [5.046, -6.646, 2.873], [0.011, 6.159, -6.598], [0.550, 6.228, -5.170], [0.975, 4.816, -4.772], [1.423, 3.982, -6.287], [0.481, 2.907, -6.517], [2.857, 3.775, -6.311], [1.019, 5.330, -7.380], [-0.115, 7.155, -7.033], [-0.966, 5.662, -6.600], [1.419, 6.897, -5.140], [-0.195, 6.627, -4.475], [1.835, 4.830, -4.097], [0.150, 4.264, -4.312], [0.621, 4.943, -8.319], [1.936, 5.898, -7.565]],
  "forces_ev_per_angstrom": [[-0.2, -0.1, 0.1], [-1.2, -0.5, 0.0], [-1.1, 1.1, 0.9], [0.0, -1.0, -1.1], [-0.7, -0.2, 1.2], [0.9, 1.5, 0.1], [0.6, -1.4, 0.1], [-0.6, -1.2, -2.7], [-0.3, -0.5, -1.4], [-0.2, -2.1, 4.9], [-0.9, 0.4, -0.9], [0.1, -0.1, -0.2], [2.1, -2.1, -1.7], [-4.1, 0.8, 2.0], [0.0, 3.3, -3.3], [5.0, 1.3, -1.8], [-4.5, -1.4, -1.7], [1.0, -3.2, 3.9], [-2.6, 3.7, 2.4], [-1.7, 1.2, -3.3], [2.5, 2.1, 0.7], [0.9, -1.7, 3.0], [-2.2, -3.1, -0.4], [2.4, -1.4, -2.3], [-1.1, -0.2, 0.5], [-1.5, -3.6, 0.1], [-1.5, 3.3, -2.4], [-0.5, 2.8, 1.0], [2.2, -2.3, -1.9], [1.4, 0.4, -0.4], [-0.2, -0.1, -0.7], [2.2, 4.3, -2.9], [-3.3, -6.3, 4.6], [-1.1, 2.7, 2.5], [4.4, -0.4, 3.6], [2.1, 2.3, 0.8], [-0.2, 3.6, -2.0], [-3.6, 0.5, -3.6], [-2.0, -3.6, 0.2], [0.7, -2.8, 1.9], [-1.0, -2.7, -1.7], [-1.6, 2.0, 0.9], [2.0, 1.1, 0.9], [0.6, -1.9, -0.4], [-1.8, 1.1, 1.3], [1.8, -1.3, -0.4], [1.1, 1.7, 1.6], [-0.5, 1.5, -1.8], [0.7, -2.1, 0.3], [1.8, -0.3, 1.3], [-1.2, 2.0, 0.9], [0.4, 0.1, -2.2], [-1.5, 0.7, 0.5], [2.3, -1.2, -0.8], [-1.5, 0.7, -1.5], [-1.9, -0.6, -1.6], [-1.1, 0.9, 2.0], [0.8, 2.2, 1.0], [1.5, 2.5, 0.0], [0.2, 1.3, -1.9], [2.5, -0.3, 0.6], [-1.2, -0.1, 2.4], [1.7, -1.5, 0.1], [1.6, 0.8, -0.7], [-0.9, -2.1, 1.3], [2.2, -0.9, -0.9], [1.6, -0.3, -0.6], [-0.2, -0.5, 1.0], [0.4, 2.4, 0.4], [1.3, -1.8, 0.8], [-2.5, -0.9, 0.4], [1.0, 1.8, -0.7], [1.5, -0.7, 1.8], [1.4, 0.6, -0.9], [1.4, 2.4, 0.2], [-0.8, 2.3, -1.9], [-2.1, 0.1, -2.1], [-2.1, -1.9, -0.7], [0.1, -2.3, 1.1], [1.2, 0.1, -0.2], [-0.8, 0.1, 0.7], [-1.8, -0.7, -1.2], [-0.1, 0.1, -0.2], [0.2, 0.3, -0.1], [0.0, 0.7, 0.2], [0.2, -0.4, 0.4], [0.5, 0.0, 0.1], [-0.7, 0.1, -0.3], [0.2, 0.0, -0.6], [-0.1, 0.0, 0.2], [0.1, 0.0, 0.0], [-0.2, 0.0, 0.0], [0.1, -0.2, 0.1], [-0.2, -0.2, -0.1], [0.1, -0.2, 0.0], [0.0, 0.0, 0.2], [-0.2, 0.0, 0.1], [-0.3, 0.1, 0.0], [0.0, 0.4, 0.1], [-0.1, 0.2, 0.6], [0.1, 0.6, 0.1], [0.4, -0.4, 0.0], [-0.2, -0.6, -0.1], [-0.2, 0.3, -0.4], [0.0, -0.2, 0.0], [0.1, 0.1, -0.1], [-0.1, -0.1, 0.0], [0.2, -0.1, -0.1], [-0.1, -0.2, -0.2], [0.1, 0.0, -0.1], [0.1, -0.1, 0.1], [-0.1, -0.2, 0.1], [0.1, -0.1, 0.2], [-0.1, -0.3, 0.0], [-0.6, -0.2, 0.2], [0.0, 0.3, -0.2], [-0.2, -0.2, -0.5], [0.2, 0.2, 0.5], [0.4, -0.4, 0.1], [0.0, 0.2, 0.0], [0.0, -0.1, -0.1], [0.0, 0.1, 0.1], [0.1, 0.1, -0.2], [0.2, 0.2, 0.1], [0.1, 0.0, -0.2], [-0.2, 0.1, -0.1], [0.0, 0.1, 0.1], [0.2, -0.2, 0.0], [0.2, 0.0, 0.4], [0.6, 0.4, 0.1], [0.0, -0.1, 0.2], [-0.2, 0.2, 0.7], [0.0, -0.3, -0.4], [-0.1, -0.4, 0.3], [0.0, 0.1, -0.2], [-0.1, 0.0, 0.1], [0.1, -0.1, -0.1], [-0.2, 0.0, 0.0], [-0.1, -0.2, -0.2], [-0.2, 0.0, 0.0], [0.0, 0.2, -0.1], [0.0, 0.0, -0.2], [-0.2, 0.1, 0.0], [0.1, 0.3, 0.1], [-0.1, 0.2, 0.6], [0.7, 0.2, -0.1], [0.3, -0.1, 0.1], [-0.7, -0.4, 0.0], [-0.2, 0.3, -0.4], [0.0, -0.2, 0.0], [0.1, 0.0, -0.1], [-0.1, -0.1, 0.0], [0.2, -0.1, -0.1], [-0.1, -0.2, -0.2], [0.2, 0.0, -0.1], [0.2, -0.1, 0.1], [-0.1, -0.2, 0.0]]
}